Entry 1:
DFT (the ωB97M-V functional and the def2-TZVPD basis) results for an isolated ion of composition C9H10NS2 and charge +1 in a non-equilibrium geometry.

XYZ file:
```
22
Properties=species:S:1:pos:R:3
C -2.802 0.105 0.613
C -2.308 1.264 1.229
C -2.036 -0.613 -0.301
C -0.916 1.330 1.134
C -0.659 -0.387 -0.438
C 2.185 -0.353 0.205
C 0.353 -1.317 -1.247
C 1.542 -1.618 -0.384
C 1.285 0.848 0.223
N -0.133 0.545 0.378
S 3.504 -0.414 1.100
S 1.616 1.704 -1.432
H -3.892 -0.135 0.746
H -3.039 1.805 1.723
H -2.387 -1.477 -0.806
H -0.252 2.064 1.673
H -0.291 -2.280 -1.535
H 0.457 -0.729 -2.119
H 2.383 -2.158 -0.944
H 1.023 -2.269 0.333
H 1.718 1.608 0.889
H 2.649 2.476 -1.040
```

Output
Total charge: +1
E (eV): -32647.4790
Maximum force (hartree/bohr): 0.084
Lowest unoccupied orbital energy (eV): -4.59
HOMO level (hartree): -0.4556
HOMO-LUMO gap (eV): 7.811

These are the Mulliken partial charges, in e, on atoms 1 to 6: C -0.18; C -0.85; C -0.77; C 0.20; C 1.00; C 0.04

=====

Entry 2:
DFT (the ωB97M-V functional and the def2-TZVPD basis) results for one molecule with the formula C3H4N4 in a non-equilibrium geometry.

XYZ file:
```
11
Properties=species:S:1:pos:R:3
C 0.882 2.075 -0.635
C 0.232 -1.279 0.322
C -0.947 -1.728 0.704
H 1.832 2.767 -0.387
H -0.185 2.437 -0.758
H 1.324 -1.699 0.159
H -1.189 -2.751 0.887
N 1.109 0.901 -0.266
N 0.027 -0.065 -0.251
N -1.852 -0.848 0.347
N -1.233 0.192 -0.123
```

Output
E (eV): -9132.4458
Maximum force (hartree/bohr): 0.134
Lowest unoccupied orbital energy (eV): 0.41
HOMO level (hartree): -0.3624
HOMO-LUMO gap (eV): 10.270

These are the Mulliken partial charges, in e, on atoms 1 to 6: C -0.24; C -0.06; C -0.31; H 0.25; H 0.31; H 0.31

=====

Entry 3:
DFT (the ωB97M-V functional and the def2-TZVPD basis) results for C22H17BrN5Sm as an isolated structure in a non-equilibrium geometry.

XYZ file:
```
46
Properties=species:S:1:pos:R:3
Sm 0.188 0.024 -0.856
C 0.137 -4.860 1.504
C 0.944 -3.737 1.575
C 0.411 -2.514 1.187
C -0.892 -2.390 0.725
C -1.693 -3.532 0.628
C -1.173 -4.750 1.032
N -1.333 -1.109 0.301
C -2.420 -0.477 0.860
C -3.231 -0.971 1.892
C -4.269 -0.209 2.379
C -4.552 1.076 1.884
C -3.755 1.609 0.907
C -2.684 0.844 0.409
N -1.767 1.338 -0.509
N -1.931 2.494 -0.987
C -0.952 2.864 -1.929
C -1.056 4.128 -2.488
C -0.116 4.504 -3.434
C 0.896 3.614 -3.781
C 0.939 2.382 -3.161
N 0.037 1.999 -2.239
H 0.513 -5.823 1.816
H 1.959 -3.803 1.940
H 1.025 -1.620 1.323
H -2.701 -3.459 0.241
H -1.793 -5.635 0.976
H -3.045 -1.954 2.301
H -4.882 -0.613 3.173
H -5.380 1.638 2.290
H -3.920 2.603 0.518
H -1.869 4.773 -2.188
H -0.169 5.479 -3.899
H 1.643 3.870 -4.518
H 1.722 1.670 -3.404
Br 6.101 -1.254 -1.629
C 4.829 -0.473 -0.505
C 5.159 -0.032 0.773
C 4.176 0.543 1.561
C 2.897 0.664 1.048
N 2.567 0.226 -0.176
C 3.520 -0.329 -0.941
H 6.171 -0.140 1.140
H 4.396 0.901 2.556
H 2.108 1.115 1.643
H 3.245 -0.673 -1.934
```

Output
Total charge: +2
E (eV): -118472.6068
Maximum force (hartree/bohr): 0.030
Multiplicity: 6
Lowest unoccupied orbital energy (alpha / beta) (eV): -7.79 / -7.67
Expectation value of S²: 8.788
HOMO level (alpha / beta) (hartree): -0.4943 / -0.4949
HOMO-LUMO gap (alpha / beta) (eV): 5.657 / 5.794

These are the Mulliken partial charges, in e, on atoms 1 to 6: Sm 1.42; C -0.50; C -0.90; C -0.34; C 0.21; C -0.25

=====

Entry 4:
DFT (the ωB97M-V functional and the def2-TZVPD basis) results for an isolated ion of composition C4H7N2 and charge +1 in a non-equilibrium geometry.

XYZ file:
```
13
Properties=species:S:1:pos:R:3
C -0.578 0.747 -1.697
C -0.024 0.336 -0.376
C 1.234 0.164 0.153
N 1.104 -0.457 1.356
C -0.159 -0.845 1.570
N -0.839 -0.340 0.519
H -1.679 0.783 -1.675
H -0.378 1.800 -1.890
H -0.408 -0.051 -2.416
H 2.209 0.463 -0.189
H 1.816 -0.623 2.061
H -0.458 -1.773 2.036
H -1.840 -0.203 0.548
```

Output
Total charge: +1
E (eV): -7234.9182
Maximum force (hartree/bohr): 0.040
Lowest unoccupied orbital energy (eV): -4.03
HOMO level (hartree): -0.5290
HOMO-LUMO gap (eV): 10.368

These are the Mulliken partial charges, in e, on atoms 1 to 6: C -1.12; C 0.51; C -0.45; N -0.02; C -0.16; N -0.06

=====

Entry 5:
DFT (the ωB97M-V functional and the def2-TZVPD basis) results for C51H46N5OP2ReS as an isolated structure in a non-equilibrium geometry.

XYZ file:
```
107
Properties=species:S:1:pos:R:3
Re -0.505 -1.026 -0.403
C -3.528 -3.126 -2.784
C -2.728 -2.440 -1.738
N -1.640 -1.779 -1.960
N -1.116 -1.657 -3.215
C -0.014 -0.976 -3.173
O 0.418 -0.520 -1.970
C 0.784 -0.636 -4.334
C 1.739 0.382 -4.250
C 2.473 0.724 -5.370
C 2.265 0.048 -6.567
C 1.317 -0.966 -6.652
C 0.572 -1.310 -5.540
C -3.099 -2.425 -0.322
C -4.272 -2.992 0.154
C -4.553 -2.943 1.510
C -3.648 -2.329 2.364
C -2.504 -1.766 1.838
N -2.219 -1.806 0.526
H -2.953 -3.221 -3.699
H -4.429 -2.547 -3.001
H -3.840 -4.114 -2.446
H 1.879 0.921 -3.322
H 3.205 1.518 -5.317
H 2.845 0.313 -7.440
H 1.164 -1.487 -7.586
H -0.168 -2.096 -5.596
H -4.959 -3.461 -0.534
H -5.466 -3.377 1.893
H -3.828 -2.269 3.427
H -1.778 -1.269 2.468
C 1.695 1.593 0.414
N 0.769 2.551 0.943
C -0.632 2.275 1.078
P -1.426 1.296 -0.267
C -1.150 2.140 -1.833
C -1.698 1.601 -3.000
C -1.528 2.247 -4.211
C -0.810 3.436 -4.266
C -0.275 3.982 -3.110
C -0.443 3.342 -1.889
C -3.183 1.423 0.149
C -4.114 1.916 -0.765
C -5.443 2.060 -0.393
C -5.852 1.730 0.889
C -4.926 1.261 1.813
C -3.600 1.109 1.446
C 1.248 3.837 1.297
C 2.322 4.399 0.606
C 2.796 5.651 0.972
C 2.194 6.358 2.002
C 1.116 5.802 2.678
C 0.648 4.542 2.341
P 1.397 -0.145 0.963
C 2.979 -0.968 0.654
C 3.403 -1.200 -0.656
C 4.625 -1.810 -0.892
C 5.430 -2.194 0.175
C 5.019 -1.952 1.479
C 3.797 -1.337 1.722
C 1.179 -0.095 2.754
C 1.626 0.998 3.498
C 1.494 0.994 4.880
C 0.931 -0.098 5.527
C 0.501 -1.196 4.791
C 0.627 -1.193 3.412
H 2.705 1.860 0.735
H 1.723 1.542 -0.689
H -1.186 3.216 1.120
H -0.885 1.730 2.002
H -2.279 0.688 -2.963
H -1.958 1.829 -5.111
H -0.679 3.942 -5.213
H 0.269 4.916 -3.152
H -0.026 3.789 -0.998
H -3.813 2.206 -1.761
H -6.156 2.449 -1.107
H -6.886 1.858 1.177
H -5.235 1.037 2.825
H -2.885 0.791 2.197
H 2.783 3.880 -0.224
H 3.631 6.079 0.435
H 2.560 7.337 2.276
H 0.643 6.344 3.486
H -0.170 4.111 2.904
H 2.782 -0.920 -1.497
H 4.951 -1.985 -1.908
H 6.386 -2.665 -0.013
H 5.659 -2.221 2.309
H 3.495 -1.138 2.743
H 2.073 1.859 3.019
H 1.839 1.844 5.452
H 0.834 -0.097 6.604
H 0.077 -2.053 5.299
H 0.309 -2.062 2.845
S 0.461 -3.297 -0.485
C 0.948 -4.010 1.033
N 2.277 -4.138 1.254
C 2.807 -4.771 2.315
C 1.979 -5.328 3.258
C 0.602 -5.222 3.076
C 0.086 -4.569 1.968
H 2.906 -3.710 0.578
H 3.886 -4.805 2.358
H 2.402 -5.846 4.106
H -0.071 -5.671 3.794
H -0.978 -4.521 1.792
```

Output
Total charge: +3
E (eV): -94653.3726
Maximum force (hartree/bohr): 0.029
Multiplicity: 2
Lowest unoccupied orbital energy (alpha / beta) (eV): -9.99 / -9.64
Expectation value of S²: 0.790
HOMO level (alpha / beta) (hartree): -0.5291 / -0.5291
HOMO-LUMO gap (alpha / beta) (eV): 4.411 / 4.762

These are the Mulliken partial charges, in e, on atoms 1 to 6: Re -0.32; C -2.15; C 1.19; N 1.77; N -1.55; C 0.18

=====

Entry 6:
DFT (the ωB97M-V functional and the def2-TZVPD basis) results for a 2-piece molecular cluster, C4H6N2O overall in a non-equilibrium geometry.

XYZ file:
```
13
Properties=species:S:1:pos:R:3
C -1.599 1.752 0.012
C -1.258 0.997 0.898
C 0.185 -1.959 -1.150
C 0.438 -0.640 -0.449
N 1.466 1.018 0.783
N 1.194 0.319 -0.409
O 0.066 -1.736 0.269
H -1.648 2.422 -0.744
H 1.346 2.064 0.644
H -1.467 0.209 1.574
H -0.761 -2.378 -1.684
H 1.105 -2.581 -1.256
H 0.934 0.514 1.511
```

Output
E (eV): -9266.3150
Maximum force (hartree/bohr): 0.095
Lowest unoccupied orbital energy (eV): 0.97
HOMO level (hartree): -0.3271
HOMO-LUMO gap (eV): 9.872

These are the Mulliken partial charges, in e, on atoms 1 to 6: C -0.21; C -0.67; C -0.22; C 0.37; N -0.51; N -0.27

=====

Entry 7:
DFT (the ωB97M-V functional and the def2-TZVPD basis) results for one molecule with the formula C6H10N2O2 in a non-equilibrium geometry.

XYZ file:
```
20
Properties=species:S:1:pos:R:3
C 0.065 0.744 -1.695
C -0.231 -0.070 -0.439
N -0.109 -1.524 -0.586
C 0.577 -1.648 0.710
C 0.842 -0.128 0.713
C 2.218 0.255 0.253
O 2.708 1.345 0.446
C -1.580 0.331 0.098
N -2.635 -0.247 0.393
H 0.953 0.340 -2.196
H -0.778 0.670 -2.395
H 0.241 1.803 -1.463
H -1.001 -2.008 -0.662
H -0.078 -1.943 1.543
H 1.461 -2.302 0.698
H 0.593 0.429 1.623
H 2.786 -0.524 -0.302
O -1.902 1.760 0.922
H -1.031 2.018 1.253
H -3.101 0.698 1.086
```

Output
E (eV): -13455.5780
Maximum force (hartree/bohr): 0.094
Lowest unoccupied orbital energy (eV): 0.47
HOMO level (hartree): -0.3663
HOMO-LUMO gap (eV): 10.439

These are the Mulliken partial charges, in e, on atoms 1 to 6: C -1.71; C 1.25; N -0.58; C -0.82; C 0.21; C -0.36

=====

Entry 8:
DFT (the ωB97M-V functional and the def2-TZVPD basis) results for a 2-piece molecular cluster, O4PS overall in a non-equilibrium geometry.

XYZ file:
```
6
Properties=species:S:1:pos:R:3
O -0.137 0.771 -1.003
O 2.333 -1.098 -0.233
O -0.285 0.395 1.263
O -1.583 -1.268 -0.168
P 0.961 1.080 0.134
S -1.289 0.120 0.007
```

Output
Total charge: -1
E (eV): -28310.3056
Maximum force (hartree/bohr): 0.096
Lowest unoccupied orbital energy (alpha / beta) (eV): 3.42 / 3.42
HOMO level (alpha / beta) (hartree): -0.1248 / -0.1210
HOMO-LUMO gap (alpha / beta) (eV): 6.819 / 6.716

Charges obtained by Mulliken population analysis, quoted in units of e: O -0.19; O -0.83; O -0.32; O -0.45; P 0.25; S 0.55